Computed, not measured: 3 unconnected molecules or ions with the total composition C14H31N3OP, with ωB97M-V/def2-TZVPD.

Geometry as XYZ:
```
50
C14H31N3OP | the Open Molecules 2025 dataset | ωB97M-V/def2-TZVPD
N 1.21277 -1.97873 -2.24028
C -0.28250 -2.10792 -2.19916
C -1.00023 -0.76013 -2.09841
C -2.24123 -0.81000 -1.15524
C -3.60803 -0.62022 -1.84514
P -4.83409 -2.09622 -1.63363
C -3.68426 -3.26828 -2.67318
C -2.97047 -4.31050 -1.86014
O -2.18635 -5.10796 -2.32680
H 1.53030 -1.95389 -3.21460
H 1.55407 -2.86768 -1.89564
H -0.49012 -2.72938 -1.32570
H -0.61225 -2.69741 -3.05865
H -0.32800 0.00879 -1.71086
H -1.31889 -0.41366 -3.08663
H -2.12414 -0.08388 -0.34638
H -2.25214 -1.79726 -0.67314
H -3.53891 -0.41746 -2.91975
H -4.07916 0.26675 -1.40094
H -5.55080 -1.67552 -2.85665
H -5.77744 -3.23111 -1.49547
H -4.23076 -2.50477 -0.34894
H -5.79099 -1.26238 -0.86267
H -4.34695 -3.83275 -3.34294
H -2.98547 -2.73579 -3.32825
H -3.21034 -4.34874 -0.77939
C 4.20259 1.99071 -0.94797
C 2.74434 2.43161 -0.89664
C 1.91944 1.63489 0.11729
C 1.91660 0.20646 -0.22375
N 1.91118 -0.89718 -0.56075
H 4.29311 0.95127 -1.26696
H 4.76186 2.60056 -1.65960
H 4.67702 2.09239 0.03085
H 2.30374 2.32671 -1.89019
H 2.69972 3.49112 -0.63487
H 0.89011 1.99766 0.12821
H 2.33161 1.75928 1.12027
C 2.37653 1.33022 4.69584
C 2.94328 2.59182 5.33851
C 2.07183 3.82948 5.09206
C 1.95985 4.10301 3.65765
N 1.87315 4.30002 2.53426
H 2.32572 1.42141 3.61037
H 3.00921 0.47179 4.91971
H 1.37311 1.11635 5.06791
H 3.94896 2.76954 4.95262
H 3.03601 2.43577 6.41501
H 2.50645 4.70256 5.57968
H 1.07094 3.67867 5.49905
```

Electronic energy = -1132.70899 Ha
HOMO energy = -0.12103 hartree
M = 288.396 g/mol
Charge = -1
Kohn-Sham gap = 0.1947 Ha

Charges computed using natural (NBO), reported in e: N -0.78; C -0.22; C -0.42; C -0.41; C -0.73; P 0.67; C -0.87; C 0.45; O -0.60; H 0.33; H 0.35; H 0.19; H 0.19; H 0.19; H 0.19; H 0.19; H 0.20; H 0.19; H 0.19; H -0.20; H -0.18; H -0.21; H -0.20; H 0.23; H 0.21; H 0.11; C -0.61; C -0.38; C -0.50; C 0.24; N -0.31; H 0.22; H 0.20; H 0.20; H 0.21; H 0.21; H 0.25; H 0.23; C -0.61; C -0.38; C -0.51; C 0.29; N -0.34; H 0.22; H 0.22; H 0.21; H 0.21; H 0.21; H 0.25; H 0.24



Computed, not measured: a molecular structure, C47H29AsCoF5N8O, with ωB97M-V/def2-TZVPD.

Geometry as XYZ:
```
92
C47H29AsCoF5N8O | the Open Molecules 2025 dataset | ωB97M-V/def2-TZVPD
Co -0.76834 -0.85840 0.21975
C -5.26989 -5.37628 -0.37623
C -4.21771 -6.24624 -0.10064
C -2.89925 -5.79356 -0.08156
C -2.68542 -4.45871 -0.34579
C -1.45333 -3.62752 -0.30998
N -0.27401 -4.13617 -0.14903
C 0.79296 -3.32072 0.05045
C 2.16686 -3.77415 0.01838
C 2.75180 -4.98872 -0.32219
C 4.13203 -5.07880 -0.26587
C 4.91429 -3.97935 0.12872
C 4.33160 -2.77464 0.47946
C 2.94451 -2.68266 0.42084
C 2.01975 -1.61103 0.69422
N 2.37734 -0.44886 1.30263
C 1.51225 0.50289 1.44506
N 0.28580 0.61934 0.85644
C -0.21553 1.86019 1.12313
N -1.25069 2.43384 0.59754
C -2.10645 1.71390 -0.18034
N -2.16588 0.36907 -0.28862
C -3.29174 0.03778 -0.97019
N -3.82896 -1.20282 -1.07428
C -3.13263 -2.24341 -0.74765
N -1.78405 -2.32361 -0.53837
C -3.72937 -3.59608 -0.62064
C -5.03703 -4.02806 -0.64104
C -3.95374 1.24069 -1.41799
C -5.08660 1.46582 -2.19212
C -5.43959 2.77799 -2.45485
C -4.68621 3.84978 -1.94589
C -3.56514 3.62694 -1.16460
C -3.20212 2.30821 -0.91403
C 0.71580 2.57611 2.03327
C 0.64318 3.81067 2.63968
C 1.70510 4.18107 3.46352
C 2.79500 3.33486 3.65445
C 2.85584 2.08993 3.02983
C 1.79568 1.73432 2.22543
N 0.75577 -2.01996 0.41785
H -6.28531 -5.75204 -0.36755
H -4.43166 -7.28484 0.11776
H -2.07001 -6.45029 0.14643
H 2.13733 -5.82880 -0.61883
H 4.62154 -6.00855 -0.52729
H 5.99203 -4.08063 0.15803
H 4.93031 -1.92725 0.78767
H -5.84602 -3.33907 -0.84506
H -5.66854 0.63696 -2.57369
H -6.31194 2.98611 -3.06167
H -4.99146 4.86416 -2.17018
H -2.98616 4.44439 -0.75442
H -0.21089 4.45584 2.48056
H 1.68146 5.13716 3.97081
H 3.60223 3.64842 4.30413
H 3.69313 1.41877 3.16994
C 0.43673 1.93277 -3.89118
As 1.23691 0.84057 -2.47647
C 2.80920 0.26847 -3.49381
C 2.10390 2.28545 -1.41771
C 2.88489 3.30443 -2.17990
C 2.26931 4.45127 -2.68286
C 2.98986 5.39575 -3.39931
C 4.34785 5.21483 -3.62716
C 4.97582 4.08298 -3.12590
C 4.25061 3.14050 -2.41007
H 1.12726 2.69070 -4.26197
H -0.46827 2.41118 -3.51501
H 0.15882 1.26770 -4.70923
H 3.38683 1.11782 -3.85855
H 2.46706 -0.32398 -4.34270
H 3.43738 -0.36288 -2.86495
H 2.74051 1.76172 -0.70279
H 1.29702 2.76028 -0.86095
H 1.21174 4.60418 -2.49809
H 2.48921 6.27868 -3.77706
H 4.91250 5.95296 -4.18230
H 6.03638 3.93439 -3.28729
H 4.75023 2.26453 -2.01191
F -1.39765 -1.91927 7.51807
C -1.49200 -1.71875 6.18486
C -0.46894 -2.09127 5.33554
F 0.63916 -2.65895 5.84923
C -0.57243 -1.88809 3.97359
F 0.46391 -2.27236 3.19950
C -1.70551 -1.30692 3.35389
O -1.82976 -1.13140 2.09525
C -2.71452 -0.92778 4.27397
F -3.83558 -0.34746 3.80025
C -2.61825 -1.13437 5.63333
F -3.62810 -0.76168 6.44431
```

Electronic energy = -6439.80207 Ha
HOMO energy (spin up / spin down) = -0.12641 / -0.16688 hartree
M = 950.649 g/mol
<S²> = 3.794
Spin multiplicity = 4
Charge = -1
Kohn-Sham gap (spin up / spin down) = 0.1854 / 0.1725 Ha

Charges computed using Löwdin, reported in e: Co 0.52; C -0.08; C -0.08; C -0.01; C -0.10; C -0.26; N 0.20; C -0.23; C -0.11; C -0.02; C -0.09; C -0.10; C -0.02; C -0.11; C -0.25; N 0.21; C -0.29; N 0.07; C -0.28; N 0.20; C -0.24; N 0.10; C -0.23; N 0.20; C -0.26; N 0.09; C -0.10; C -0.01; C -0.11; C -0.02; C -0.10; C -0.10; C -0.02; C -0.12; C -0.10; C -0.01; C -0.08; C -0.08; C -0.01; C -0.10; N 0.09; H 0.10; H 0.10; H 0.11; H 0.11; H 0.09; H 0.09; H 0.11; H 0.11; H 0.11; H 0.09; H 0.09; H 0.11; H 0.11; H 0.10; H 0.10; H 0.11; C -0.33; As 1.15; C -0.34; C -0.34; C -0.31; C -0.07; C -0.09; C -0.11; C -0.09; C -0.07; H 0.01; H 0.01; H 0.02; H 0.01; H 0.02; H 0.01; H 0.06; H 0.06; H 0.11; H 0.10; H 0.09; H 0.10; H 0.11; F 0.07; C -0.17; C -0.16; F 0.09; C -0.14; F 0.09; C -0.31; O -0.07; C -0.15; F 0.08; C -0.16; F 0.09



Computed, not measured: 2 unconnected molecules or ions with the total composition C3H4ClO2S, with ωB97M-V/def2-TZVPD.

Geometry as XYZ:
```
11
C3H4ClO2S | the Open Molecules 2025 dataset | ωB97M-V/def2-TZVPD
C 4.18122 0.32174 0.16842
C -0.57688 -0.06818 -0.70275
C 0.67322 -0.32616 0.10888
O 4.41264 0.86810 -0.80557
O 3.92449 -0.14237 1.15471
S 1.09275 1.44084 0.52017
Cl 1.86803 -0.87470 -1.19914
H -0.99675 -0.94286 -1.08607
H -0.25401 0.61192 -1.58858
H -1.43016 0.45175 -0.21214
H 0.64094 1.32474 1.75589
```

Electronic energy = -1125.57248 Ha
HOMO energy = -0.08803 hartree
M = 139.583 g/mol
Charge = -1
Kohn-Sham gap = 0.2193 Ha

Charges computed using natural (NBO), reported in e: C 1.04; C -0.69; C -0.47; O -0.54; O -0.50; S -0.21; Cl -0.25; H 0.18; H 0.15; H 0.19; H 0.11



Computed, not measured: a single C5H10O molecule, with ωB97M-V/def2-TZVPD.

Geometry as XYZ:
```
16
C5H10O | the Open Molecules 2025 dataset | ωB97M-V/def2-TZVPD
O -1.53978 1.11767 -1.96921
C -1.52284 0.31839 -0.77299
C -0.06501 0.24908 -0.27930
C 0.47677 0.73118 1.11021
C 1.16474 -0.64114 1.32447
C 0.75848 -1.06294 -0.10721
H -1.18345 0.60830 -2.71164
H -2.16663 0.86145 -0.07181
H -1.98026 -0.66515 -0.96827
H 0.31829 0.88776 -1.07594
H -0.22532 1.03689 1.89681
H 1.19621 1.54824 0.96989
H 2.24167 -0.62456 1.53167
H 0.68682 -1.24732 2.10212
H 0.23586 -2.02382 -0.17728
H 1.60445 -1.09403 -0.80151
```

Electronic energy = -271.69425 Ha
HOMO energy = -0.37048 hartree
M = 86.134 g/mol
Kohn-Sham gap = 0.4076 Ha

Charges computed using natural (NBO), reported in e: O -0.73; C -0.06; C -0.26; C -0.40; C -0.40; C -0.40; H 0.46; H 0.19; H 0.17; H 0.22; H 0.20; H 0.21; H 0.20; H 0.20; H 0.20; H 0.20



Computed, not measured: 7 unconnected molecules or ions with the total composition C15H29Cl12N3O3, with ωB97M-V/def2-TZVPD.

Geometry as XYZ:
```
62
C15H29Cl12N3O3 | the Open Molecules 2025 dataset | ωB97M-V/def2-TZVPD
Cl 2.46250 -2.56351 -3.55509
C 4.12932 -2.40694 -2.91738
C 4.24044 -2.88051 -1.50026
Cl 4.02173 -4.63770 -1.34264
H 4.34766 -1.34116 -2.95652
H 4.86547 -2.93099 -3.52337
H 3.56572 -2.37664 -0.81636
H 5.27215 -2.73102 -1.17839
Cl 3.88577 4.91629 -0.96843
C 4.39439 3.26304 -1.36628
C 3.80237 2.18450 -0.47835
Cl 4.60439 0.62711 -0.87251
H 5.47169 3.18106 -1.23692
H 4.15422 2.99732 -2.39485
H 2.71858 2.11057 -0.51509
H 4.11411 2.35495 0.55085
C -1.20827 1.50948 -1.15777
O -1.78179 1.64607 -0.08967
N -0.29644 0.58159 -1.48279
C 0.04098 0.30910 -2.86014
C 0.17928 -0.30508 -0.41225
H -1.53693 2.10349 -2.03131
H -0.05616 -0.73655 -3.13773
H 1.11974 0.50110 -2.96483
H -0.38591 1.03397 -3.54536
H -0.21269 -1.30191 -0.61287
H 1.26431 -0.31383 -0.56236
H 0.04664 -0.01313 0.62243
C -1.02624 3.96796 4.56263
O -0.62374 5.00604 5.06540
N -0.33585 2.80306 4.53624
C -0.66958 1.74997 3.52879
C 0.88484 2.59586 5.27782
H -1.99999 3.98352 4.03788
H -1.75306 1.76089 3.43231
H -0.35925 0.88742 4.11779
H -0.16924 2.00503 2.59716
H 0.79230 1.80351 6.02450
H 1.65201 2.38369 4.52796
H 1.16701 3.48805 5.83319
C -4.88355 0.09795 -0.24316
O -5.95341 0.61412 -0.01456
N -4.55759 -1.17622 0.10986
C -3.35924 -1.82445 -0.38238
C -5.42843 -2.00511 0.90421
H -4.04539 0.60079 -0.74961
H -2.76047 -2.21361 0.44204
H -2.83315 -1.10846 -1.01572
H -3.66001 -2.64394 -1.04166
H -4.86487 -2.48238 1.70841
H -6.21096 -1.40115 1.36589
H -6.01839 -2.80112 0.43765
C -3.57848 -1.04386 -4.67706
Cl -4.20386 -1.04754 -6.32136
Cl -3.25056 0.62848 -4.23068
Cl -4.80578 -1.78821 -3.61927
Cl -2.09907 -2.06384 -4.51773
C 2.32327 -3.14734 2.30860
Cl 1.70535 -2.62005 0.73123
Cl 1.06612 -2.81794 3.53810
Cl 2.91600 -4.81769 2.25666
Cl 3.72000 -2.15407 2.77513
```

Electronic energy = -6501.18187 Ha
HOMO energy = -0.33427 hartree
M = 724.851 g/mol
Kohn-Sham gap = 0.3279 Ha

Charges computed using natural (NBO), reported in e: Cl -0.07; C -0.38; C -0.40; Cl -0.06; H 0.23; H 0.23; H 0.23; H 0.23; Cl -0.03; C -0.40; C -0.37; Cl -0.08; H 0.22; H 0.22; H 0.22; H 0.22; C 0.53; O -0.64; N -0.44; C -0.41; C -0.43; H 0.11; H 0.21; H 0.19; H 0.22; H 0.20; H 0.20; H 0.25; C 0.52; O -0.63; N -0.44; C -0.41; C -0.42; H 0.12; H 0.22; H 0.20; H 0.21; H 0.19; H 0.19; H 0.24; C 0.54; O -0.62; N -0.44; C -0.40; C -0.43; H 0.12; H 0.19; H 0.21; H 0.19; H 0.19; H 0.24; H 0.19; C -0.22; Cl 0.07; Cl 0.06; Cl 0.05; Cl 0.03; C -0.21; Cl 0.05; Cl 0.05; Cl 0.08; Cl 0.04



Computed, not measured: 8 unconnected molecules or ions with the total composition C14H45NO11, with ωB97M-V/def2-TZVPD.

Geometry as XYZ:
```
71
C14H45NO11 | the Open Molecules 2025 dataset | ωB97M-V/def2-TZVPD
C 0.13258 5.95602 -0.41979
C 1.09351 5.40164 0.57802
O 2.17844 4.77864 -0.12467
O -0.91991 4.99041 -0.67579
H 0.60599 6.34815 -1.31992
H -0.23364 6.91608 -0.05610
H 0.68923 4.66906 1.27657
H 1.32596 6.15787 1.32781
H 2.51151 5.39879 -0.77741
H -0.47302 4.48006 -1.35508
C -1.36448 0.51870 -0.69902
C -0.03548 0.28478 -0.00016
O 0.72857 1.44772 -0.25097
O -2.13673 1.58107 -0.19235
H -1.90740 -0.42275 -0.61526
H -1.20042 0.78971 -1.74197
H 0.42557 -0.61633 -0.40454
H -0.19678 0.18356 1.07308
H 0.23754 2.14104 0.19602
H -2.89441 1.73646 -0.76100
C -4.37971 -1.87625 0.64767
C -4.70886 -2.17948 -0.81774
O -5.43994 -3.42634 -0.88938
O -3.43927 -2.79581 1.08112
H -5.28016 -1.84028 1.26085
H -3.82858 -0.95183 0.82032
H -3.85594 -2.31776 -1.48219
H -5.25368 -1.29927 -1.15907
H -5.18847 -3.87655 -0.07964
H -3.39748 -2.72104 2.03729
C -5.47515 1.99025 -2.16712
O -5.02196 2.19534 -0.85915
H -6.13766 2.77221 -2.53825
H -4.71380 1.84623 -2.93374
H -5.99308 1.03505 -2.08083
H -5.69881 1.99861 -0.20740
C 0.56426 -0.47115 4.62802
O 1.70315 -1.12372 5.19411
H -0.32182 -0.61872 5.24543
H 0.78698 0.58100 4.45066
H 0.17796 -0.76908 3.65329
H 1.57415 -2.07127 5.27838
C 1.04594 -0.85318 -3.02793
O 1.99078 -1.76062 -3.65127
H 0.48080 -0.20727 -3.69988
H 0.21982 -1.30704 -2.48054
H 1.52825 -0.10371 -2.40042
H 1.47618 -2.42081 -4.12131
C 4.37515 1.77647 0.01962
O 4.81732 3.00768 -0.50074
H 3.80070 1.99681 0.91938
H 3.65431 1.36430 -0.68650
H 5.24606 1.16618 0.25869
H 4.13376 3.40300 -1.04669
C 4.20649 -3.70234 1.01766
C 3.36989 -3.22260 -0.20421
C 1.91888 -2.68187 0.13242
O 1.01013 -3.66891 0.60994
C -0.11182 -3.09327 1.29802
N 4.19814 -2.38822 -1.12523
H 4.08972 -3.06951 1.89743
H 5.20738 -4.01884 0.72415
H 3.86351 -4.69668 1.30359
H 3.10644 -4.08744 -0.81310
H 1.58033 -2.35769 -0.85165
H 2.01938 -1.80869 0.77706
H -0.69904 -3.77644 1.91165
H -0.73033 -2.43530 0.68759
H 0.32136 -2.54892 2.13715
H 3.64367 -2.33494 -1.96775
H 4.99787 -2.99079 -1.25730
```

Electronic energy = -1442.54620 Ha
HOMO energy = -0.32759 hartree
M = 403.510 g/mol
Kohn-Sham gap = 0.3361 Ha

Charges computed using Löwdin, reported in e: C -0.24; C -0.24; O -0.07; O -0.05; H 0.12; H 0.11; H 0.12; H 0.11; H 0.08; H 0.08; C -0.25; C -0.24; O -0.06; O -0.05; H 0.10; H 0.12; H 0.07; H 0.12; H 0.07; H 0.05; C -0.27; C -0.21; O -0.06; O -0.07; H 0.13; H 0.11; H 0.12; H 0.10; H 0.07; H 0.10; C -0.16; O -0.12; H 0.08; H 0.08; H 0.07; H 0.09; C -0.16; O -0.11; H 0.07; H 0.08; H 0.04; H 0.07; C -0.16; O -0.11; H 0.07; H 0.07; H 0.08; H 0.08; C -0.16; O -0.14; H 0.07; H 0.07; H 0.08; H 0.05; C -0.05; C -0.39; C -0.19; O -0.16; C -0.09; N 0.04; H 0.08; H 0.07; H 0.07; H 0.12; H 0.09; H 0.12; H 0.09; H 0.07; H 0.06; H 0.04; H 0.06



Computed, not measured: 2 unconnected molecules or ions with the total composition C3H9ClNOP, with ωB97M-V/def2-TZVPD.

Geometry as XYZ:
```
16
C3H9ClNOP | the Open Molecules 2025 dataset | ωB97M-V/def2-TZVPD
C -0.39316 1.95376 0.42861
C -1.25088 0.41715 -1.46880
C 2.35199 -1.85467 0.32341
N -0.61395 0.50646 -0.11013
O -0.25108 -0.32922 2.39959
P -0.17506 -0.75567 0.98771
Cl -1.35282 -2.34186 0.54738
H -1.00089 2.02899 1.34005
H 0.66441 1.99212 0.60232
H -0.72456 2.72629 -0.33769
H -2.16912 -0.17308 -1.48151
H -1.62342 1.39200 -1.62956
H -0.52624 0.16084 -2.22452
H 2.21719 -2.64378 0.98611
H 1.76644 -1.93742 -0.61949
H 3.08114 -1.14191 0.25652
```

Electronic energy = -1051.17345 Ha
HOMO energy (spin up / spin down) = -0.30263 / -0.31964 hartree
M = 141.538 g/mol
Kohn-Sham gap (spin up / spin down) = 0.2948 / 0.2917 Ha

Charges computed using natural (NBO), reported in e: C -0.40; C -0.40; C -0.58; N -0.81; O -1.06; P 1.74; Cl -0.29; H 0.22; H 0.21; H 0.20; H 0.21; H 0.20; H 0.20; H 0.19; H 0.18; H 0.18



Computed, not measured: a gas-phase ion, C4H7N2O (charge +1), with ωB97M-V/def2-TZVPD.

Geometry as XYZ:
```
14
C4H7N2O | the Open Molecules 2025 dataset | ωB97M-V/def2-TZVPD
C -3.67685 -0.71557 0.02487
C -2.66349 -0.11128 -0.07542
C -1.33133 0.41016 -0.10281
C 2.27337 -0.63173 0.02928
N -1.21224 1.68517 -0.07943
N -0.14286 -0.61004 -0.24086
O 1.03984 -0.05197 -0.58996
H -4.57589 -1.28210 -0.22652
H 2.29249 -0.35339 1.05638
H 3.08462 -0.27564 -0.45836
H 1.99516 -1.68833 0.10616
H -2.09413 2.10717 0.06877
H -0.37421 2.19509 -0.39702
H -0.40227 -1.45214 -0.93116
```

Electronic energy = -340.92876 Ha
HOMO energy = -0.52223 hartree
M = 99.113 g/mol
Charge = +1
Kohn-Sham gap = 0.3327 Ha

Charges computed using natural (NBO), reported in e: C 0.04; C -0.21; C 0.51; C -0.23; N -0.65; N -0.26; O -0.40; H 0.28; H 0.19; H 0.22; H 0.20; H 0.44; H 0.46; H 0.41